{
  "formula": "C33H92N3O28PS7",
  "method": "wB97M-V/def2-TZVPD",
  "species": ["S", "S", "S", "S", "S", "S", "S", "P", "O", "O", "O", "O", "O", "O", "O", "O", "O", "O", "O", "O", "O", "O", "O", "O", "O", "O", "O", "O", "O", "O", "O", "O", "O", "O", "O", "O", "N", "N", "N", "C", "C", "C", "C", "C", "C", "C", "C", "C", "C", "C", "C", "C", "C", "C", "C", "C", "C", "C", "C", "C", "C", "C", "C", "C", "C", "C", "C", "C", "C", "C", "C", "C", "H", "H", "H", "H", "H", "H", "H", "H", "H", "H", "H", "H", "H", "H", "H", "H", "H", "H", "H", "H", "H", "H", "H", "H", "H", "H", "H", "H", "H", "H", "H", "H", "H", "H", "H", "H", "H", "H", "H", "H", "H", "H", "H", "H", "H", "H", "H", "H", "H", "H", "H", "H", "H", "H", "H", "H", "H", "H", "H", "H", "H", "H", "H", "H", "H", "H", "H", "H", "H", "H", "H", "H", "H", "H", "H", "H", "H", "H", "H", "H", "H", "H", "H", "H", "H", "H", "H", "H", "H", "H", "H", "H"],
  "xyz": [[0.21433, -8.22403, -19.41736], [-4.74197, -7.08451, -28.42787], [-2.09941, -13.03580, -21.31640], [-6.59245, -6.74452, -22.06796], [2.89757, -6.22736, -22.63876], [-0.10934, -11.61343, -28.78828], [-2.84613, -3.84309, -24.13795], [-0.98545, -8.61191, -24.38048], [-0.62176, -10.11347, -24.25563], [-1.43907, -12.10739, -28.98590], [-2.60146, -13.54400, -20.08257], [-2.26158, -8.38098, -23.52630], [-2.61161, -13.52575, -22.56549], [3.96508, -5.14942, -22.06408], [-6.89085, -5.54830, -23.10836], [-0.48869, -13.31084, -21.36551], [-4.15586, -3.95368, -23.56065], [-3.85508, -7.72960, -29.62744], [1.45540, -7.67208, -18.95635], [-7.69322, -7.66837, -22.10836], [3.15333, -7.50885, -22.03668], [2.41295, -12.08064, -25.88709], [-0.64863, -5.68594, -28.73107], [2.88352, -6.02847, -24.05975], [-0.74832, -6.96157, -19.74741], [-1.28394, -8.29301, -25.89751], [-2.63507, -3.28036, -25.43583], [0.30905, -7.79158, -24.03201], [-5.13672, -11.75360, -26.74944], [-5.61209, -6.10445, -29.00844], [-5.30276, -8.13748, -27.62005], [-1.92163, -2.94861, -23.14596], [0.04601, -10.28802, -29.72838], [-0.49364, -9.19087, -18.62574], [-6.17214, -6.12728, -20.85443], [1.01911, -12.46210, -29.04934], [1.96959, -9.84843, -24.20602], [0.59532, -6.32714, -26.26085], [-3.68262, -9.72870, -25.38098], [0.19005, -4.73484, -28.14473], [-2.07177, -11.25454, -21.27493], [1.60853, -9.35510, -31.26667], [4.22929, -9.00349, -24.82954], [-3.70409, -11.15681, -24.90993], [3.51032, -11.34323, -25.42085], [1.33209, -13.76016, -22.80824], [0.18102, -4.90937, -26.63330], [-0.31509, -5.99969, -30.08656], [-2.07027, -5.43308, -23.97934], [1.33246, -9.67688, -29.81672], [2.74735, -13.39554, -26.31166], [-3.94774, -12.08935, -26.07637], [0.42610, -8.93006, -21.07680], [-3.37374, -6.34198, -27.54210], [-7.71938, -5.85436, -24.23672], [-2.15661, -7.25130, -20.02315], [-2.23552, -2.93064, -21.74393], [1.11343, -3.93851, -25.94471], [6.03931, -5.88963, -21.05218], [3.08859, -9.90922, -25.21388], [-2.95682, -6.06949, -19.51550], [-3.05542, -1.70791, -21.39744], [-5.38910, -12.62105, -27.81473], [0.20994, -12.78517, -22.51150], [-4.86024, -11.21549, -23.92990], [-3.22797, -8.98987, -29.43091], [-4.00078, -10.06550, -30.18883], [1.40794, -5.56106, -21.92083], [4.60727, -5.45116, -20.82263], [-5.20050, -7.54942, -22.84522], [0.02663, -10.89036, -27.15055], [-7.18176, -5.04569, -25.41099], [-2.26505, -5.72375, -22.94824], [-3.84044, -5.91565, -26.65374], [-2.51962, -0.79161, -21.64543], [0.85110, -9.89962, -20.83992], [-2.23949, -8.96930, -29.89292], [1.07181, -10.70284, -26.93354], [0.69825, -6.44370, -25.22273], [-3.38852, -9.10976, -24.56471], [-2.76106, -3.86398, -21.52172], [-2.86893, -9.51420, -25.99072], [-3.31468, -6.20736, -18.49761], [-4.59051, -6.78477, -23.31920], [-0.45049, -12.61943, -23.36581], [1.00088, -8.55615, -31.69198], [3.84831, -7.98620, -24.72464], [-0.41270, -11.58726, -26.44340], [1.44128, -10.22883, -31.89599], [1.11792, -10.32478, -24.59068], [-4.84849, -10.39925, -29.59573], [-7.70531, -6.90782, -24.53855], [-0.46176, -5.06810, -30.64340], [2.24893, -10.15578, -23.27336], [-0.99933, -5.47549, -24.16143], [-2.99007, -5.59691, -28.22476], [1.42835, -6.66425, -26.73922], [-5.84753, -10.93980, -24.31223], [1.45304, -5.66535, -20.83817], [4.78423, -9.26105, -23.92821], [6.09625, -6.75824, -21.71525], [-1.05109, -6.73559, -30.39937], [-5.70621, -13.61760, -27.46838], [1.06940, -4.11580, -24.87122], [-2.48183, -6.17837, -24.66039], [1.23386, -4.82322, -28.49640], [0.76508, -2.92675, -26.15429], [2.56554, -9.50482, -26.08258], [-0.57020, -8.90340, -21.52252], [-4.75061, -10.48247, -23.12473], [-4.55670, -12.73173, -28.50988], [4.95952, -8.93459, -25.64012], [-3.08078, -12.15369, -26.75148], [-2.39523, -8.18270, -19.50891], [-3.80966, -5.83980, -20.16108], [-1.44709, -10.98358, -20.42018], [-4.56366, -9.41827, -25.79018], [1.96928, -13.31658, -23.57514], [-1.30221, -2.93738, -21.17552], [2.14553, -4.04732, -26.27486], [-6.28673, -12.32706, -28.36246], [4.06358, -6.15568, -20.18980], [0.55646, -11.77951, -22.24228], [-3.05484, -10.90694, -20.96369], [1.86136, -13.86356, -26.72111], [2.12034, -10.33121, -29.42526], [-0.52299, -9.94682, -27.15385], [-3.37259, -10.91637, -30.44320], [-3.10994, -9.26964, -28.38749], [0.98919, -8.24790, -21.70342], [-2.73470, -7.18828, -27.29240], [-7.68275, -5.30461, -26.34040], [-8.77124, -5.64037, -24.04029], [-5.52745, -8.25597, -23.60560], [-4.40872, -9.64816, -31.10976], [-2.76991, -11.40544, -24.41380], [-0.15272, -7.06750, -26.41578], [2.66012, -9.08478, -31.39432], [-0.84931, -4.87368, -26.28515], [3.16911, -13.95565, -25.46510], [-4.65630, -8.13373, -22.10717], [-4.02343, -1.76555, -21.89408], [1.38563, -8.82013, -29.13131], [4.61740, -4.52724, -20.23626], [-0.08621, -3.72128, -28.46774], [-2.24994, -7.35430, -21.11066], [1.52055, -8.90113, -24.02611], [-6.09694, -5.11506, -25.48923], [-3.27086, -1.61685, -20.32952], [1.90415, -13.99957, -21.91497], [-2.37876, -5.14411, -19.56850], [0.70148, -6.37447, -30.22349], [3.83045, -11.80466, -24.48131], [-1.62284, -10.88886, -22.20220], [-4.06596, -13.11135, -25.68157], [-7.34475, -3.99234, -25.15731], [6.54193, -6.13961, -20.11779], [3.56548, -13.33610, -27.04175], [0.55281, -6.07139, -22.36176], [4.27444, -11.28140, -26.20324], [6.65150, -5.15282, -21.57653], [-4.91642, -12.21803, -23.50674], [0.90148, -14.68247, -23.19684], [1.41315, -4.49574, -22.15339]],
  "atomic_forces_ev_per_a": [[-0.153, 0.258, -1.340], [0.900, 0.023, -0.171], [1.219, 0.289, -0.357], [-0.330, -0.381, -1.189], [-0.307, 1.049, 1.314], [0.485, 0.720, 0.532], [0.819, 0.203, 0.840], [-0.069, -1.311, -0.645], [0.188, -0.050, -0.112], [0.242, 0.415, -0.182], [0.322, -0.049, -0.160], [0.731, 0.577, -0.298], [-0.321, 0.288, 0.074], [-0.755, -0.901, -0.724], [-0.014, -0.773, 0.922], [-1.306, 0.007, 0.387], [0.247, 0.031, -0.394], [-0.970, 0.925, 0.473], [-0.429, 0.104, -0.057], [0.216, 0.354, 0.335], [0.221, 0.151, -0.733], [-0.411, -0.109, -0.185], [0.487, -0.821, -0.089], [0.155, -0.143, 0.195], [0.726, -0.759, 0.517], [-0.092, 0.427, 0.183], [-0.036, -0.177, 0.059], [-0.356, 0.511, 0.551], [0.241, 0.711, -0.098], [0.592, -0.516, 0.076], [0.117, -0.030, -0.093], [-0.098, -0.269, -0.939], [-0.611, -0.820, 0.522], [0.082, 0.300, -0.062], [0.030, 0.106, -0.052], [-0.181, 0.032, 0.028], [0.813, -0.004, -0.102], [-0.517, 0.212, -0.214], [1.176, 0.015, 0.271], [0.643, 0.117, -0.162], [0.197, -0.481, 0.763], [0.350, 0.110, -0.329], [0.304, 0.828, -0.468], [-1.616, 0.534, -0.363], [-0.593, 0.110, -0.511], [-0.370, 0.293, -0.304], [0.199, -0.948, -0.349], [-0.825, 0.843, 0.447], [-0.077, -0.060, 0.123], [0.724, -0.021, 0.234], [0.990, 0.410, 0.412], [0.238, -0.972, 0.140], [-0.722, 1.147, 1.220], [-1.757, -0.430, -0.193], [0.026, -0.438, -1.524], [0.200, 0.377, -0.139], [-0.385, -0.283, 0.607], [-0.620, 0.144, 0.126], [0.328, -0.430, -0.619], [-0.921, 0.404, 1.148], [-0.331, 0.454, -0.270], [-0.281, 0.069, 0.224], [-1.041, -1.001, -0.361], [0.250, 0.192, 0.199], [-0.368, 0.041, 0.859], [0.257, -1.475, -0.959], [-0.443, 0.144, 0.226], [0.354, 0.308, -0.262], [0.921, 0.436, 1.129], [-0.066, 0.099, -0.108], [-0.383, 0.083, -1.010], [-0.194, 0.888, 0.907], [0.011, -0.263, -0.081], [0.266, 0.185, 0.051], [-0.072, -0.054, -0.344], [0.034, -0.181, -0.585], [0.091, 0.576, 0.236], [-0.071, -0.255, -0.096], [0.284, -0.360, -0.275], [-0.008, -0.062, 0.186], [-0.092, 0.228, 0.236], [-0.277, 0.020, -0.166], [0.064, 0.036, 0.013], [0.226, -0.019, 0.273], [-0.051, -0.318, 0.066], [-0.108, 0.069, 0.286], [0.058, -0.118, 0.211], [0.104, 0.008, 0.108], [-0.025, -0.145, 0.190], [-0.403, -0.241, 0.930], [-0.092, -0.130, 0.040], [0.315, -0.061, 0.572], [0.198, -0.251, -0.451], [-0.136, -0.468, -0.246], [0.037, 0.596, 0.145], [0.416, 0.053, 0.205], [0.185, 0.339, 0.195], [0.206, -0.334, -0.663], [0.022, -0.291, -0.015], [-0.280, -0.254, 0.119], [-0.256, -0.180, 0.271], [0.083, -0.056, -0.145], [0.559, -0.060, 0.277], [0.135, 0.179, 0.066], [-0.440, 0.155, 0.128], [-0.035, -0.341, 0.005], [0.120, 0.044, 0.114], [0.466, -0.192, -0.417], [-0.033, -0.703, 0.067], [0.521, -0.276, 0.175], [0.181, 0.132, 0.041], [-0.026, -0.260, -0.046], [-0.129, 0.369, -0.149], [-0.218, 0.073, -0.166], [-0.157, -0.475, 0.140], [0.207, -0.209, -0.084], [0.068, -0.205, -0.313], [0.123, -0.121, 0.029], [0.136, -0.033, -0.368], [0.011, -0.068, -0.044], [0.247, 0.692, 0.019], [-0.167, -0.241, -0.498], [0.211, -0.173, 0.019], [-0.221, 0.060, -0.734], [-0.002, -0.020, -0.043], [-0.273, -0.343, -0.280], [-0.195, -0.102, 0.149], [0.087, -0.021, 0.165], [-0.064, 0.260, 0.215], [0.493, -0.305, 0.258], [0.425, 0.341, 0.093], [0.072, 0.013, -0.030], [0.164, 0.252, 0.290], [-0.398, 0.190, -0.014], [0.154, 0.068, -0.049], [0.190, 0.309, -0.114], [-0.405, 0.015, 0.055], [-0.062, 0.109, 0.070], [0.019, 0.450, 0.077], [-0.342, -0.160, -0.028], [0.128, 0.287, 0.146], [0.097, 0.214, -0.177], [-0.416, 0.232, -0.345], [-0.126, 0.118, -0.307], [-0.243, 0.032, 0.442], [0.003, -0.214, 0.120], [-0.053, 0.463, -0.447], [-0.016, -0.442, -0.140], [0.159, -0.400, 0.036], [0.065, 0.125, 0.033], [0.332, -0.205, 0.205], [0.067, -0.003, 0.212], [0.660, 0.191, -0.002], [-0.527, 0.274, -0.097], [0.170, 0.112, 0.198], [-0.124, 0.000, -0.398], [-0.136, 0.021, 0.054], [-0.344, -0.113, -0.261], [0.043, -0.127, 0.021], [0.426, -0.469, 0.286], [-0.264, 0.355, 0.226], [-0.070, 0.082, 0.136], [0.083, -0.043, -0.027], [-0.109, -0.050, -0.170]],
  "lowdin_charge": [0.61, 0.61, 0.61, 0.60, 0.61, 0.62, 0.60, 0.09, -0.39, -0.28, -0.26, -0.38, -0.29, -0.24, -0.26, -0.26, -0.27, -0.26, -0.28, -0.28, -0.28, -0.24, -0.20, -0.29, -0.28, -0.43, -0.27, -0.42, -0.17, -0.26, -0.29, -0.26, -0.27, -0.28, -0.27, -0.28, 0.18, 0.19, 0.19, -0.20, -0.12, -0.06, -0.04, -0.30, -0.19, -0.04, -0.31, -0.06, -0.13, -0.29, -0.08, -0.19, -0.11, -0.10, -0.27, -0.23, -0.27, -0.03, -0.07, -0.32, -0.05, -0.06, -0.12, -0.29, -0.03, -0.27, -0.05, -0.10, -0.27, -0.11, -0.12, -0.05, 0.06, 0.06, 0.08, 0.07, 0.10, 0.03, 0.08, 0.08, 0.09, 0.10, 0.09, 0.05, 0.10, 0.07, 0.05, 0.07, 0.09, 0.09, 0.06, 0.11, 0.10, 0.15, 0.04, 0.07, 0.15, 0.09, 0.07, 0.10, 0.07, 0.09, 0.09, 0.07, 0.05, 0.13, 0.10, 0.14, 0.04, 0.07, 0.09, 0.09, 0.12, 0.11, 0.06, 0.06, 0.12, 0.05, 0.12, 0.09, 0.09, 0.12, 0.09, 0.08, 0.09, 0.11, 0.05, 0.07, 0.10, 0.01, 0.04, 0.08, 0.12, 0.05, 0.09, 0.12, 0.09, 0.08, 0.11, 0.09, 0.06, 0.08, 0.11, 0.13, 0.14, 0.09, 0.08, 0.06, 0.08, 0.09, 0.07, 0.08, 0.14, 0.03, 0.14, 0.08, 0.08, 0.10, 0.05, 0.14, 0.08, 0.09, 0.09, 0.08],
  "e_tot_ev": -182649.8286,
  "gap_ev": 8.3301,
  "charge": 0,
  "lumo_energy_ev": -0.33
}